{"formula": "C3H5N3O", "method": "ωB97M-V with the def2-TZVPD basis set", "symbols": ["O", "C", "C", "N", "N", "C", "N", "H", "H", "H", "H", "H"], "xyz": [[1.8282, -1.1014, 1.2848], [1.1732, 0.1350, 1.2847], [0.0710, 0.1919, 0.1852], [0.5160, 0.7818, -0.8542], [-1.1461, 0.4344, -1.8044], [-1.7749, -0.1785, -0.8396], [-1.1588, -0.3612, 0.3273], [2.5094, -1.0923, 0.5999], [1.8855, 0.9772, 1.2349], [0.5941, 0.2216, 2.2016], [-1.6975, 0.5454, -2.6760], [-2.8000, -0.5538, -0.9440]], "forces_ev_per_angstrom": [[0.19, -0.13, -0.09], [-0.65, 0.23, 0.02], [0.69, 0.14, -0.01], [-2.60, -0.33, -2.02], [0.78, -0.04, 1.01], [0.31, -0.07, 0.55], [0.09, -0.01, 0.06], [-0.18, -0.02, 0.10], [-0.47, -0.25, -0.24], [0.18, -0.09, 0.23], [1.31, 0.39, 0.48], [0.36, 0.18, -0.09]], "total_charge": 0, "homo_energy_ev": [-9.735, -9.734], "max_force_ev_per_a": 3.31, "total_energy_ev": -9706.9612, "e_above_lowest_kcal_mol": 83.5, "spin_multiplicity": 1, "homo_lumo_gap_ev": [9.4933, 9.4928]}